DFT (ωB97M-V/def2-TZVPD) results for C34H41BrNOsSSi2 as an isolated structure.

```
81
Properties=species:S:1:pos:R:3:forces:R:3
Os -1.13966 1.33085 -0.16287 -0.1 0.0 0.3
C 2.35170 -3.39844 -0.02596 0.0 -0.1 0.0
C 3.66741 -2.63323 -0.09832 0.0 0.0 0.1
C 4.39600 -2.78011 1.24746 0.0 0.0 0.0
C 4.51403 -3.25611 -1.21922 0.0 0.0 0.0
C 3.44503 -1.14738 -0.37289 0.0 0.0 0.0
C 4.57211 -0.32858 -0.59136 0.0 -0.1 0.0
C 4.46825 1.01002 -0.88067 0.0 0.0 0.0
C 3.19494 1.56598 -0.93832 -0.1 0.0 0.0
S 2.74747 3.20054 -1.30566 0.0 0.0 0.0
C 1.10269 2.78199 -1.10964 0.2 0.0 0.0
N 0.87773 1.53540 -0.75878 -0.1 -0.2 0.0
C 2.06135 0.79391 -0.68422 0.0 0.0 0.0
C 2.18599 -0.57015 -0.40508 0.0 0.0 0.0
C -0.02922 3.66137 -1.36863 -0.1 0.1 0.0
C 0.11156 4.95305 -1.86482 0.0 -0.1 0.0
C -1.01837 5.65206 -2.24956 0.0 0.0 0.0
C -2.27067 5.05899 -2.14909 0.0 0.0 0.0
C -2.41259 3.78758 -1.60944 0.1 -0.1 0.0
C -1.29355 3.07384 -1.18628 0.0 0.0 0.1
H 2.55786 -4.45519 0.14681 0.0 0.0 0.0
H 1.79559 -3.31680 -0.96297 0.1 0.0 0.1
H 1.72464 -3.04848 0.79267 -0.1 0.0 0.0
H 4.56571 -3.83596 1.46523 0.0 0.0 0.0
H 3.80161 -2.35530 2.05918 0.0 0.0 0.0
H 5.36534 -2.28036 1.23902 0.0 0.0 0.0
H 4.64504 -4.32292 -1.03230 0.0 0.0 0.0
H 5.50605 -2.81269 -1.28357 0.0 0.0 0.0
H 4.02637 -3.13916 -2.18899 0.0 0.0 0.0
H 5.55843 -0.76674 -0.54840 0.0 0.0 0.0
H 5.34892 1.60920 -1.06861 0.0 0.0 0.0
H 1.28972 -1.15688 -0.25280 0.1 0.0 0.0
H 1.09250 5.40101 -1.97174 0.0 0.0 0.0
H -0.92526 6.65325 -2.64765 0.0 0.0 0.0
H -3.14562 5.60125 -2.48296 0.0 0.0 0.0
H -3.40213 3.35877 -1.53158 0.0 0.0 0.0
Br -3.57380 1.56009 0.59990 0.1 0.0 -0.1
C -3.19972 1.64835 2.45728 -0.1 0.0 0.0
C -4.21695 1.72020 3.35820 -0.1 0.0 0.0
C -3.89432 1.78247 4.72813 -0.1 0.0 0.0
C -2.58942 1.77228 5.12234 0.1 0.0 0.0
C -1.54030 1.69748 4.17451 0.0 0.0 0.0
C -0.18156 1.68713 4.57730 0.0 0.0 0.1
C 0.81474 1.61926 3.65302 0.1 0.0 0.0
C 0.50653 1.54736 2.27821 0.0 0.0 0.0
C -0.79208 1.53516 1.81462 0.1 0.1 -0.1
C -1.84096 1.63042 2.79213 0.1 0.0 0.0
H -5.24882 1.72730 3.03425 0.0 0.0 0.0
H -4.68992 1.84090 5.45771 0.0 0.0 0.0
H -2.33553 1.82272 6.17354 0.0 0.0 0.0
H 0.04680 1.73899 5.63464 0.0 0.0 0.0
H 1.85124 1.61281 3.96339 0.0 0.0 0.0
H 1.33810 1.48089 1.59117 0.0 0.0 0.0
C -1.15275 0.88325 -3.59778 0.0 0.0 0.0
Si -1.26978 -0.75635 -2.69096 0.1 0.0 0.1
C -2.73127 -1.67542 -3.41431 0.0 0.0 0.0
C 0.32567 -1.67230 -3.01500 0.0 0.0 0.0
C -1.70794 -0.48080 -0.84401 -0.2 -0.1 -0.2
Si -1.61519 -1.90553 0.47360 0.0 0.0 0.0
C -3.31006 -2.00220 1.26329 0.0 0.0 -0.1
C -0.41309 -1.73662 1.90717 0.0 0.0 0.0
C -1.29960 -3.53135 -0.39869 -0.1 0.0 0.0
H -1.00200 0.66878 -4.65962 0.0 0.0 0.0
H -0.30790 1.49245 -3.27009 0.0 0.0 0.0
H -2.06295 1.48121 -3.51104 0.0 0.0 0.0
H -2.58487 -1.81880 -4.48734 0.0 0.0 0.0
H -3.65524 -1.10755 -3.28188 0.0 0.0 0.0
H -2.87792 -2.65942 -2.96872 0.0 0.0 0.0
H 0.40356 -1.87705 -4.08588 0.0 0.0 0.0
H 0.37170 -2.62954 -2.49529 0.0 0.0 0.0
H 1.19783 -1.07860 -2.73413 0.0 0.0 0.0
H -2.81020 -0.50139 -0.91387 0.0 0.0 0.0
H -3.55219 -1.10356 1.83025 0.0 0.0 0.0
H -3.34013 -2.84183 1.96248 0.0 0.0 0.0
H -4.09639 -2.16045 0.52143 0.0 0.0 0.0
H -0.86209 -1.12627 2.69268 0.0 0.0 0.0
H 0.56209 -1.31355 1.68046 0.0 0.0 0.0
H -0.25798 -2.73725 2.32164 0.0 0.0 0.0
H -1.91787 -3.64208 -1.29008 0.0 0.0 0.0
H -1.56316 -4.34347 0.28397 0.0 0.0 0.0
H -0.26132 -3.67273 -0.68661 0.0 0.0 0.0
```
Forces are in eV/Å.

Calculated values
HOMO: -10.8196 eV
orbital gap: 7.025 eV
DFT total energy: -136511.0257 eV
largest force on an atom: 0.31 eV/Å
energy above the lowest of the compared OMol25 structures with the same formula, charge and spin: 0.0 kcal/mol
total charge: +1
molecular weight: 822.1 g/mol

From a Löwdin analysis of the wavefunction, the atomic charges in e read: Os 1.138; C -0.056; C -0.548; C -0.032; C -0.035; C -0.140; C -0.011; C -0.053; C -0.441; S 1.192; C -0.535; N -0.060; C -0.281; C 0.024; C -0.249; C -0.026; C -0.048; C -0.051; C -0.113; C -0.267; H 0.101; H 0.064; H 0.066; H 0.092; H 0.091; H 0.083; H 0.091; H 0.078; H 0.094; H 0.116; H 0.120; H 0.084; H 0.108; H 0.116; H 0.115; H 0.067; Br 1.036; C -0.537; C -0.090; C -0.051; C -0.010; C -0.153; C -0.002; C -0.047; C -0.084; C -0.258; C -0.223; H 0.115; H 0.116; H 0.123; H 0.124; H 0.115; H 0.088; C -0.172; Si 0.435; C -0.164; C -0.156; C -0.540; Si 0.453; C -0.176; C -0.171; C -0.156; H 0.047; H 0.018; H 0.033; H 0.043; H 0.040; H 0.022; H 0.048; H 0.011; H 0.023; H -0.041; H 0.002; H 0.046; H 0.044; H 0.030; H 0.003; H 0.049; H 0.025; H 0.049; H 0.000